43
Properties=species:S:1:pos:R:3:forces:R:3:mulliken_charge:R:1 method="wB97M-V/def2-TZVPD" orbital_gap_ev=6.72 lumo_energy_ev=-4.6 max_force_ev_per_a=0.3 e_tot_ev=-99569.144 molar_mass_g_mol=508.87 total_charge=+1
C -0.157775 -3.647828 1.002128 -0.02 -0.01 -0.01 -0.56
C 1.310700 1.727555 -0.614489 0.10 -0.11 -0.01 0.84
Al -1.371570 0.709465 0.023411 0.09 -0.09 -0.22 0.24
C 0.350687 -4.466359 -0.003203 -0.10 0.02 0.04 0.60
C 1.002448 4.312011 -0.427711 0.02 0.04 -0.02 -1.93
H 0.148725 -3.822258 2.024794 0.01 -0.01 0.01 0.50
C -1.040824 -2.626630 0.694189 0.05 -0.12 0.12 -0.28
N 0.634680 0.559885 -0.544188 0.03 0.05 0.07 0.43
C -1.376820 -2.368563 -0.632212 -0.06 0.03 -0.09 -0.30
H -3.434367 5.357188 0.464497 0.00 -0.01 0.00 0.20
H 0.876274 4.724699 0.578851 0.00 -0.01 0.01 0.43
H -1.279668 4.565727 0.170634 -0.03 -0.01 0.01 0.27
H 0.466711 4.947698 -1.136657 0.00 -0.01 0.00 0.46
N -3.748765 4.400027 0.457819 0.05 0.05 -0.01 -0.38
H 3.204608 -1.559391 -0.856888 0.00 -0.01 0.01 0.53
S -3.525210 1.802820 0.067894 -0.06 0.03 0.02 -0.35
H -1.161617 -3.012572 -2.667686 0.00 0.02 0.00 0.47
H 2.057265 4.358427 -0.669438 0.00 0.01 0.00 0.36
Si -0.868973 0.812152 2.409712 -0.12 -0.07 0.09 0.66
C 2.700097 -0.605997 -0.797858 0.05 0.02 0.00 -0.83
C 2.681498 1.778205 -0.777908 -0.09 -0.01 0.02 -0.79
O 2.080775 -5.377211 1.328921 -0.02 -0.04 0.05 -0.53
O 1.425876 -6.608244 -0.389913 -0.01 -0.07 0.06 -0.48
H 0.677167 -6.659455 -0.995478 -0.01 0.02 -0.01 0.33
H 0.342887 -4.868075 -2.125501 0.01 -0.01 0.01 0.36
Cl 1.022283 0.139828 2.881463 0.05 -0.04 0.03 -0.26
H -1.461951 -2.024455 1.490957 -0.01 -0.01 -0.03 0.70
H -4.711093 4.216467 0.690590 0.00 -0.01 -0.01 0.23
N -0.781662 2.659173 -0.328954 0.01 -0.01 -0.04 0.46
C -2.959674 3.380755 0.147518 -0.08 -0.11 0.02 0.61
C 1.347904 -5.515013 0.393425 0.09 0.13 -0.16 0.53
H 0.761855 -1.493914 -0.544809 0.01 0.01 -0.02 -0.11
H 4.463652 0.600727 -0.994531 0.00 -0.01 0.00 0.47
S -2.374358 -0.961481 -1.067193 0.08 0.08 0.06 -0.38
C 0.467815 2.924329 -0.469743 -0.16 0.07 0.01 0.76
C 1.323730 -0.577057 -0.627763 -0.02 -0.06 -0.02 0.47
Cl -0.875040 2.821584 2.998143 0.01 0.06 -0.01 -0.30
C -0.893299 -3.203040 -1.637030 -0.02 0.05 -0.01 -0.54
Cl -2.213272 -0.134129 3.636100 0.07 0.02 -0.03 -0.26
H 3.205202 2.719827 -0.824750 -0.01 0.01 0.00 0.25
C 3.389528 0.585487 -0.872290 -0.01 -0.02 0.00 -0.71
C -0.044400 -4.252874 -1.321609 0.03 -0.02 0.06 -0.66
N -1.662024 3.680512 -0.133253 0.05 0.16 0.01 -0.52